No. 1
Here is a structure of composition HNO3S3 at a distorted geometry from the OMol25 dataset. Energies are from ωB97M-V with the def2-TZVPD basis set.

## Properties
Kohn-Sham gap (alpha / beta): 7.694 / 7.188 eV
E_LUMO (alpha / beta): -0.07915 / -0.08015 Eh

```
8
Properties=species:S:1:pos:R:3:forces:R:3:lowdin_charge:R:1
N 0.5083 -0.6457 0.7019 0.5 0.0 -1.2 -0.628
O 0.1453 2.2509 0.7736 0.2 0.3 -0.6 -0.587
O -2.0234 -0.1784 0.1501 -0.5 0.8 1.0 -0.309
O -0.6382 -1.0123 -1.6260 0.6 0.4 -0.3 -0.359
S 1.9715 -0.5729 -0.0760 0.3 0.2 0.2 0.636
S 0.2954 1.8680 -0.6502 -1.0 -0.7 0.8 0.785
S -0.7489 -0.1788 -0.4669 0.8 -0.9 -0.3 0.415
H 0.4899 -1.5308 1.1934 -1.0 0.0 0.3 0.046
```
Forces are in eV/Å.

=====

No. 2
Here is the molecule HNO5 at a distorted geometry from the OMol25 dataset. Energies are from ωB97M-V with the def2-TZVPD basis set.

## Properties
SMILES: O=[N+]([O-])OOO
Kohn-Sham gap: 11.262 eV
E_LUMO: 0.00360 Eh

```
7
Properties=species:S:1:pos:R:3:forces:R:3:lowdin_charge:R:1
N -1.0862 0.6182 -0.0964 0.2 -0.7 -0.9 -0.372
O -0.4522 -0.7342 -0.0259 -2.1 -1.0 1.2 0.008
O -2.2471 0.5944 0.1681 0.8 -0.1 0.2 0.156
O 0.7678 -0.8515 -0.6323 -2.1 -0.9 -2.8 -0.092
O -0.3298 1.4421 -0.4460 0.0 1.3 -0.2 0.169
O 1.6641 -0.2765 0.1177 2.9 2.3 1.6 0.024
H 1.6833 -0.7925 0.9148 0.3 -0.8 1.0 0.106
```
Forces are in eV/Å.

=====

No. 3
Here is the ion HNO6S2 with charge -2 at a distorted geometry from the OMol25 dataset. Energies are from ωB97M-V with the def2-TZVPD basis set.

## Properties
SMILES: N=[S@@](=O)([O-])OS(=O)(=O)[O-]
Net charge: -2
Kohn-Sham gap: 7.169 eV
E_LUMO: 0.23919 Eh

```
10
Properties=species:S:1:pos:R:3:forces:R:3:lowdin_charge:R:1
N 0.1103 -0.8786 -0.7654 -2.3 -1.4 -3.5 -0.221
O -0.4038 0.2084 -2.9519 -0.5 0.5 1.7 -0.436
O 0.0530 1.6060 -0.9677 1.0 1.2 0.6 -0.422
O -2.0948 0.4524 -1.1990 0.2 -0.4 -0.2 -0.388
O 0.8987 1.1135 1.4647 -1.3 -0.1 -2.1 -0.409
O 0.6516 3.3604 0.7612 -0.4 -0.8 -1.6 -0.410
O -1.3540 2.0322 0.9705 -0.4 -0.4 0.2 -0.358
S -0.6872 0.2391 -1.4855 0.4 -1.7 -2.3 0.391
S 0.0427 2.0162 0.6273 1.5 1.7 3.3 0.386
H 0.4678 -0.4338 -0.0171 1.7 1.3 3.8 -0.132
```
Forces are in eV/Å.

=====

No. 4
Here is the molecule HO at a distorted geometry from the OMol25 dataset. Energies are from ωB97M-V with the def2-TZVPD basis set.

## Properties
Kohn-Sham gap (alpha / beta): 13.535 / 9.672 eV
E_LUMO (alpha / beta): 0.03702 / -0.07235 Eh
Multiplicity: 2
<S²>: 0.753

```
2
Properties=species:S:1:pos:R:3:forces:R:3:lowdin_charge:R:1
O -0.3942 0.1386 -0.3448 2.7 -1.0 2.4 -0.086
H 0.3942 -0.1386 0.3448 -2.7 1.0 -2.4 0.086
```
Forces are in eV/Å.

=====

Energy relative to the best compared isomer or geometry (same formula, charge and spin) across the listed records, respectively: 188.06 14.88 54.24 22.19 kJ/mol.
Molar mass across the listed records, respectively: 159.21 95.01 175.14 17.01 g/mol.
Total energy across the listed records, respectively: -40150.5977 -11734.2971 -35461.1976 -2060.8276 eV.